A cluster of 14 separate species, C58H145N7O7 in total in a non-equilibrium geometry. Source: the OMol25 dataset; level of theory: ωB97M-V with the def2-TZVPD basis set.

Properties
<S²> ... 0.75
Spin multiplicity ... 2
Net charge ... -1
Gap between HOMO and LUMO (alpha / beta) ... 1.53 / 8.16 eV
Total energy ... -87250.4587 eV

Element x y z (Å)
1 C 7.0715 1.8091 4.2297
2 C 8.1542 0.7664 3.9240
3 N 7.5582 -0.5469 3.5100
4 C 6.8613 -0.4841 2.2104
5 C 6.3687 -1.7796 1.6220
6 C 6.7212 -1.2272 4.5451
7 C 7.4302 -1.4045 5.8520
8 H 6.3333 1.4774 4.9598
9 H 6.5401 1.9199 3.2844
10 H 7.5475 2.7361 4.5495
11 H 8.9351 1.1435 3.2637
12 H 8.6356 0.6730 4.8974
13 H 5.9266 0.0607 2.3428
14 H 7.4720 -0.0202 1.4359
15 H 7.1831 -2.4716 1.4073
16 H 5.5689 -2.2854 2.1628
17 H 5.8159 -1.6316 0.6944
18 H 6.3378 -2.1654 4.1439
19 H 5.7437 -0.7679 4.6924
20 H 7.8450 -0.5282 6.3501
21 H 8.2054 -2.1592 5.7191
22 H 6.6950 -1.8047 6.5502
23 C 4.1483 5.9920 0.3272
24 C 5.5227 5.8408 -0.4887
25 N 6.1912 4.4933 -0.4088
26 C 6.7006 4.1159 0.9292
27 C 8.1912 3.6840 0.8200
28 C 5.3209 3.3589 -0.8885
29 C 4.6472 3.4921 -2.2678
30 H 3.2533 5.4249 0.0714
31 H 4.0137 7.0481 0.0933
32 H 4.3704 5.8752 1.3879
33 H 5.2774 5.9195 -1.5478
34 H 6.1949 6.6775 -0.2984
35 H 6.7225 4.9816 1.5912
36 H 6.1224 3.3070 1.3757
37 H 8.5095 3.0241 1.6271
38 H 8.4229 3.1767 -0.1165
39 H 8.8334 4.5642 0.7913
40 H 4.5398 3.0312 -0.2025
41 H 5.9023 2.4636 -1.1089
42 H 3.7633 4.1186 -2.1475
43 H 4.3645 2.4909 -2.5929
44 H 5.1873 4.0382 -3.0412
45 C -4.8294 -1.1367 2.8511
46 C -3.8420 -2.1990 3.2243
47 N -3.9111 -3.4507 2.4924
48 C -5.0665 -4.2136 2.9067
49 C -5.3963 -5.3501 2.0012
50 C -2.6455 -4.1876 2.7133
51 C -1.5462 -3.7128 1.7310
52 H -5.8464 -1.2725 3.2191
53 H -4.7949 -1.0527 1.7649
54 H -4.4295 -0.1363 3.0164
55 H -2.9510 -1.6357 2.9471
56 H -3.7675 -2.3945 4.2941
57 H -4.9302 -4.4831 3.9540
58 H -5.8566 -3.4797 2.7482
59 H -5.7262 -6.2442 2.5303
60 H -6.1130 -4.9831 1.2665
61 H -4.6455 -5.6694 1.2784
62 H -2.9028 -5.1836 2.3530
63 H -2.3843 -4.1791 3.7715
64 H -1.0300 -2.8284 2.1046
65 H -1.8979 -3.3939 0.7498
66 H -0.7598 -4.4347 1.5107
67 C -0.2788 -0.1890 9.0952
68 C -0.6465 -0.3652 7.6208
69 N 0.1494 -1.3231 6.7780
70 C 0.0342 -1.2313 5.3447
71 C -0.0115 0.1683 4.7542
72 C 0.0450 -2.7136 7.2086
73 C -1.2667 -3.4897 6.8852
74 H -0.6636 0.6766 9.6345
75 H 0.8043 -0.1039 9.1836
76 H -0.4766 -1.0317 9.7577
77 H -1.6935 -0.5421 7.3745
78 H -0.2110 0.5840 7.3085
79 H -0.8745 -1.7256 5.0010
80 H 0.7628 -1.8675 4.8422
81 H 0.9518 0.6181 4.9945
82 H -0.7321 0.8357 5.2268
83 H -0.2061 0.1686 3.6817
84 H 0.9033 -3.2734 6.8370
85 H 0.1930 -2.7425 8.2881
86 H -2.0650 -2.8871 7.3184
87 H -1.5302 -3.7221 5.8534
88 H -1.1679 -4.3482 7.5495
89 C -3.4280 -0.5913 -4.7570
90 C -4.2176 0.6882 -5.1116
91 N -5.0901 0.9890 -4.0304
92 C -6.3144 0.1610 -3.8974
93 C -7.3455 0.3765 -5.0738
94 C -5.2650 2.4621 -4.0188
95 C -5.9837 2.8423 -2.7898
96 H -2.4978 -0.7165 -5.3113
97 H -4.0460 -1.4840 -4.8536
98 H -3.2180 -0.6462 -3.6889
99 H -3.5227 1.5267 -5.1575
100 H -4.8053 0.5480 -6.0188
101 H -5.9976 -0.8799 -3.9632
102 H -6.8752 0.3358 -2.9792
103 H -7.7835 1.3745 -5.0565
104 H -6.7783 0.3332 -6.0036
105 H -8.1525 -0.3472 -5.1885
106 H -5.6720 2.7188 -4.9968
107 H -4.2404 2.8320 -3.9805
108 H -5.4349 2.3987 -1.9591
109 H -7.0487 2.6150 -2.7418
110 H -5.9498 3.9131 -2.5888
111 C -0.5346 -3.4723 -5.0598
112 C -1.2918 -3.5881 -3.6878
113 N -1.5699 -4.9582 -3.3779
114 C -2.5139 -5.5750 -4.3226
115 C -3.9821 -5.3451 -3.8875
116 C -1.6368 -5.3021 -1.9198
117 C -1.5754 -6.8288 -1.7201
118 H -1.1997 -3.3955 -5.9200
119 H 0.1117 -4.3393 -5.1967
120 H 0.0321 -2.5458 -5.1519
121 H -0.6532 -3.0617 -2.9785
122 H -2.2219 -3.0317 -3.8041
123 H -2.3954 -5.1798 -5.3315
124 H -2.4334 -6.6602 -4.3867
125 H -4.6983 -5.7771 -4.5864
126 H -4.1842 -5.7346 -2.8898
127 H -4.2479 -4.2905 -3.8139
128 H -2.6262 -5.0316 -1.5509
129 H -0.8229 -4.7768 -1.4201
130 H -0.6945 -7.1490 -2.2766
131 H -2.4256 -7.3376 -2.1744
132 H -1.5863 -6.9611 -0.6382
133 C -0.0150 0.9097 -2.6627
134 C 0.9475 1.0759 -1.4646
135 N 1.1060 -0.0724 -0.5585
136 C 2.1047 0.2899 0.4697
137 C 2.3440 -0.7753 1.5625
138 C -0.1920 -0.5837 -0.0875
139 C -1.1552 0.4682 0.6289
140 H -0.1851 1.7983 -3.2706
141 H -1.0557 0.6732 -2.4409
142 H 0.2784 0.0582 -3.2767
143 H 1.9686 1.2698 -1.7930
144 H 0.7574 2.0181 -0.9506
145 H 3.0028 0.5714 -0.0801
146 H 1.7728 1.2062 0.9580
147 H 1.3902 -1.0410 2.0184
148 H 2.8385 -1.6489 1.1380
149 H 3.0377 -0.4655 2.3440
150 H -0.0199 -1.2189 0.7815
151 H -0.6535 -1.2269 -0.8367
152 H -0.7473 0.8893 1.5478
153 H -2.1217 0.0766 0.9461
154 H -1.3303 1.3295 -0.0157
155 C -4.2578 -1.7682 -1.0477
156 O -4.9265 -2.9578 -0.6173
157 H -3.5071 -1.4108 -0.3429
158 H -3.8831 -1.8538 -2.0677
159 H -4.8488 -0.8651 -1.1999
160 H -4.4846 -3.1955 0.2012
161 C 2.3007 -3.2091 -1.7055
162 O 3.1161 -2.0314 -1.6806
163 H 1.6571 -3.3458 -0.8364
164 H 1.6198 -3.2115 -2.5566
165 H 2.9635 -4.0698 -1.7942
166 H 2.6288 -1.2758 -1.3441
167 C -5.3083 1.8341 1.1155
168 O -4.1132 1.8603 0.4290
169 H -5.3196 1.5086 2.1558
170 H -5.7539 2.8287 1.1305
171 H -6.0007 1.1858 0.5785
172 H -3.9206 2.7189 0.0452
173 C 6.4171 -0.1778 -2.4476
174 O 5.1494 -0.0087 -1.9036
175 H 7.0547 -0.7447 -1.7692
176 H 6.4052 -0.5570 -3.4695
177 H 6.7421 0.8527 -2.5912
178 H 4.7290 -0.8669 -1.8118
179 C -3.5011 4.8242 4.2344
180 C -3.9065 3.3445 4.1094
181 C -2.6942 2.5607 3.6339
182 O -1.6164 3.3206 4.1099
183 C -1.9798 4.7137 4.1517
184 H -3.7615 5.4353 5.0986
185 H -3.9261 5.3282 3.3664
186 H -4.7239 3.2413 3.3958
187 H -4.1919 2.9055 5.0654
188 H -2.5409 2.3014 2.5864
189 H -2.5217 1.6858 4.2607
190 H -1.7299 5.1511 3.1851
191 H -1.3991 5.2299 4.9161
192 C 3.0235 -0.2611 -4.6492
193 C 3.1299 0.8079 -5.8018
194 C 3.7671 0.2053 -7.0699
195 O 4.5055 -0.8676 -6.4707
196 C 3.8271 -1.4544 -5.3336
197 H 2.0177 -0.6743 -4.5742
198 H 3.5774 0.1283 -3.7950
199 H 3.6872 1.6855 -5.4743
200 H 2.1220 1.0869 -6.1092
201 H 4.5487 0.7282 -7.6211
202 H 3.1096 -0.2638 -7.8019
203 H 4.6128 -1.8370 -4.6821
204 H 3.2137 -2.2996 -5.6457
205 C -3.9024 5.8455 -5.2472
206 C -2.5149 5.2735 -5.5702
207 C -2.0791 4.6440 -4.2337
208 O -3.1109 4.8015 -3.3391
209 C -3.9330 5.9175 -3.7295
210 H -4.7911 5.3464 -5.6333
211 H -3.9377 6.8071 -5.7594
212 H -1.8860 6.1192 -5.8482
213 H -2.6647 4.5892 -6.4054
214 H -1.1953 5.1144 -3.8026
215 H -1.9029 3.5691 -4.2745
216 H -3.4301 6.8156 -3.3712
217 H -4.9135 5.8797 -3.2549